No. 1
This record from the Open Molecules 2025 dataset describes C17H23N3O2S in the gas phase. The level of theory is wB97M-V/def2-TZVPD.

Values from the calculation:
LUMO level = 0.54 eV
Highest occupied orbital energy = -8.176 eV
ΔE to the lowest compared entry with this formula, charge and spin = 0.789 eV
F_max = 0.019 Eh/bohr
Structure (SMILES) = CCCCN1C(=O)[C@@H](CC(=O)NCC)S/C1=N\c1ccccc1
DFT total energy = -1374.58739 Eh
Gap between HOMO and LUMO = 0.320 Eh

Geometry (Å):
S1 -1.650 -0.868 0.045
O1 -0.645 1.039 -2.154
O2 -0.949 2.699 1.332
N1 -1.119 3.221 -1.835
N2 0.173 0.772 0.899
N3 1.049 -1.262 0.275
C1 -0.934 1.549 0.952
C2 -2.609 1.576 -0.875
C3 1.637 1.304 2.832
C4 0.515 -2.682 -1.613
C5 1.463 1.290 1.313
C6 -1.364 1.905 -1.696
C7 1.159 -4.995 -1.552
C8 0.092 3.731 -2.443
C9 1.032 -2.507 -0.330
C10 0.060 -0.501 0.387
C11 1.679 -4.819 -0.280
C12 -2.158 0.837 0.395
C13 1.682 -0.084 3.477
C14 0.306 -0.661 3.792
C15 0.827 4.664 -1.489
C16 1.627 -3.580 0.330
C17 0.585 -3.923 -2.216
H1 -1.694 3.891 -1.350
H2 1.011 4.166 -0.540
H3 0.410 -1.577 4.370
H4 -3.266 0.928 -1.457
H5 2.241 -0.009 4.412
H6 1.778 4.964 -1.919
H7 2.131 -5.651 0.239
H8 0.086 -1.836 -2.129
H9 2.026 -3.432 1.321
H10 2.222 0.665 0.842
H11 0.187 -4.054 -3.212
H12 0.706 2.862 -2.693
H13 2.578 1.821 3.032
H14 0.235 5.557 -1.297
H15 -0.160 4.260 -3.369
H16 2.221 -0.768 2.820
H17 0.834 1.896 3.276
H18 -0.245 -0.903 2.888
H19 -3.146 2.482 -0.594
H20 -0.280 0.046 4.377
H21 1.537 2.314 0.936
H22 -2.965 0.818 1.130
H23 1.206 -5.964 -2.026

Forces on atoms 1 to 2 (eV/Å):
0.15 -0.09 0.20
0.24 -0.30 -0.19



No. 2
This record from the Open Molecules 2025 dataset describes a gas-phase ion, C17H23N6O2 (charge +1). The level of theory is wB97M-V/def2-TZVPD.

Values from the calculation:
LUMO level = -3.24 eV
Highest occupied orbital energy = -11.621 eV
F_max = 0.125 Eh/bohr
Structure (SMILES) = CC(C)CCn1[nH]c(CCC(=O)Nc2ccccc2)n/c1=[NH+]/OC#N
DFT total energy = -1139.97773 Eh
Gap between HOMO and LUMO = 0.308 Eh
Net charge = +1

Geometry (Å):
O1 3.407 3.425 0.955
O2 -1.099 -0.625 -4.949
N1 1.448 5.182 1.097
N2 3.328 2.808 -0.254
N3 2.487 1.122 -1.881
N4 1.004 0.160 -0.452
N5 1.540 1.160 0.293
N6 -2.862 -0.534 -3.424
C1 -3.499 -1.403 0.531
C2 0.302 0.232 2.396
C3 -0.420 -1.564 -2.789
C4 1.168 -1.019 2.924
C5 -1.477 -0.872 -3.761
C6 -3.470 0.006 1.232
C7 -3.023 1.056 -1.272
C8 -3.297 -1.573 -1.018
C9 1.080 -0.961 -2.972
C10 0.364 -2.359 2.520
C11 2.512 1.781 -0.573
C12 -3.065 -0.346 -1.973
C13 1.148 1.410 1.716
C14 2.347 4.404 0.942
C15 2.671 -1.092 2.366
C16 1.490 0.047 -1.807
C17 -3.226 1.220 0.279
H1 -2.861 1.981 -1.915
H2 1.235 -0.437 -3.973
H3 -3.693 -2.291 1.228
H4 3.420 -0.446 2.964
H5 0.553 -3.231 3.232
H6 3.025 -2.182 2.533
H7 -3.635 0.145 2.357
H8 0.297 -0.550 -0.224
H9 0.455 2.338 1.699
H10 3.952 3.162 -1.005
H11 -0.766 -2.144 2.547
H12 0.604 -2.614 1.419
H13 -0.565 -0.147 1.746
H14 2.059 1.718 2.335
H15 -3.067 0.381 -3.878
H16 2.782 -0.899 1.246
H17 -3.215 2.255 0.756
H18 -0.724 -1.598 -1.689
H19 -0.199 0.697 3.331
H20 -3.351 -2.645 -1.401
H21 1.846 -1.824 -2.937
H22 -0.330 -2.669 -3.121
H23 1.243 -1.018 4.079

Forces on atoms 1 to 2 (eV/Å):
-3.34 2.65 0.18
-1.20 -0.88 4.55



No. 3
This record from the Open Molecules 2025 dataset describes a molecular structure, C17H23N6O5ReS. The level of theory is wB97M-V/def2-TZVPD.

Values from the calculation:
LUMO level (spin up / spin down) = -11.73 / -12.42 eV
Highest occupied orbital energy (spin up / spin down) = -16.774 / -16.774 eV
ΔE to the lowest compared entry with this formula, charge and spin = 0.272 eV
F_max = 0.019 Eh/bohr
DFT total energy = -1841.81052 Eh
2S+1 = 4
Gap between HOMO and LUMO (spin up / spin down) = 0.185 / 0.160 Eh
Net charge = +3

Geometry (Å):
Re1 0.723 0.000 -0.249
S1 0.191 -1.973 0.812
O1 -0.716 1.075 0.261
O2 -4.034 0.193 -4.535
O3 -2.834 1.755 -0.166
O4 -4.567 1.337 -2.699
O5 -2.695 -2.175 3.932
N1 -1.708 -0.730 -3.616
N2 -0.523 -0.377 -1.843
N3 0.003 -2.799 3.277
N4 2.078 1.713 -0.550
N5 2.230 1.159 0.782
N6 -1.159 -0.810 2.898
C1 -4.561 1.074 5.892
C2 -4.173 2.355 5.525
C3 -0.548 -1.026 -3.017
C4 -1.720 0.342 -1.740
C5 1.847 -1.171 5.000
C6 0.493 -1.925 -3.566
C7 -2.955 0.168 4.348
C8 -0.364 -1.805 2.527
C9 -2.564 1.462 3.985
C10 -1.901 1.134 -0.535
C11 -3.183 2.552 4.565
C12 -2.466 0.114 -2.850
C13 -3.790 0.566 -3.430
C14 -3.959 -0.023 5.302
C15 -2.368 -1.042 3.782
C16 -0.003 -2.902 4.764
C17 1.388 -2.592 5.302
H1 -5.334 0.930 6.634
H2 2.947 1.673 -1.086
H3 -0.311 -3.922 4.989
H4 -0.751 -2.232 5.170
H5 0.048 -2.862 -3.902
H6 -4.652 3.211 5.980
H7 -2.036 -1.057 -4.525
H8 1.337 -2.749 6.381
H9 2.763 -0.940 5.541
H10 -1.797 1.640 3.239
H11 -4.211 1.565 -1.825
H12 -4.256 -1.029 5.568
H13 3.188 0.858 0.978
H14 0.984 -1.462 -4.425
H15 -2.901 3.555 4.279
H16 2.064 -1.037 3.934
H17 1.094 -0.437 5.299
H18 -1.234 -0.017 2.278
H19 1.956 1.831 1.503
H20 1.244 -2.159 -2.812
H21 0.493 -3.559 2.817
H22 1.753 2.682 -0.529
H23 2.107 -3.321 4.922

Forces on atoms 1 to 2 (eV/Å):
-0.03 -0.94 0.29
0.08 0.04 -0.25